# 1
Molecular formula: C6H10N5
Method: DFT, ωB97M-V/def2-TZVPD

Geometry as XYZ:
```
21
Properties=species:S:1:pos:R:3:forces:R:3
N 0.782337 0.395530 0.907587 -1.86 0.54 -1.06
N 1.503897 -0.656855 -1.098969 0.88 -0.43 -0.12
N -2.778258 1.062506 -0.587766 4.18 -1.25 1.36
N 0.952468 1.555111 -1.294641 -1.33 1.78 0.27
N -1.787984 0.348163 -0.075678 -1.28 3.95 -2.28
C 0.499544 -1.034558 1.007957 1.78 1.47 0.43
C 1.154471 -1.570758 -0.319654 -0.82 2.13 0.73
C -0.906013 -1.527734 0.912884 1.24 3.54 -0.87
C -1.982467 -0.867005 0.338311 2.10 -0.58 1.32
C 2.189609 0.851975 0.751591 -0.47 -2.21 1.35
C 1.361048 0.574868 -0.449626 0.27 1.03 1.33
H 2.290187 1.843461 1.140118 0.16 0.53 -0.21
H -3.666552 0.759010 -0.753601 -3.12 -1.89 0.02
H -0.953128 -2.488036 1.234905 -0.77 -2.95 0.78
H -2.603180 1.872252 -1.141858 1.18 0.77 0.17
H 1.241573 -2.534845 -0.599622 0.20 -3.33 -0.58
H 2.850813 0.117951 1.211725 0.63 0.18 -0.67
H 1.052092 1.438064 -2.238774 0.47 -0.69 -2.47
H -2.899228 -1.291058 0.240667 -2.67 -1.59 -0.14
H 1.127664 -1.297576 1.886230 -1.00 -1.06 -0.22
H 0.571108 2.449535 -1.071785 0.22 0.07 0.85
```
Forces are in eV/Å.

Output
Structure (SMILES) = N[C@@]12CN1[C@@H](/C=C\N=[NH2+])C=N2
Kohn-Sham gap (alpha / beta) = 0.2083 / 0.2083 hartree
Highest occupied orbital energy (alpha / beta) = -12.1 / -12.1 eV
Lowest unoccupied orbital energy (alpha / beta) = -6.415 / -6.416 eV
Charge = +1
Molecular weight = 152.18 g mol⁻¹
Energy above the lowest of the compared OMol25 structures with the same formula, charge and spin = 121.0 kcal/mol
Largest force on an atom = 4.7 eV/A
Total energy = -507.97766 hartree

Mulliken population analysis, charges in e, atoms 1 to 6: number 1, N, carries -0.375; number 2, N, carries -0.507; number 3, N, carries -0.481; number 4, N, carries -0.426; number 5, N, carries 0.341; number 6, C, carries 0.099

# 2
Molecular formula: C30H58ClGaNO11
Method: DFT, ωB97M-V/def2-TZVPD

Geometry as XYZ:
```
102
Properties=species:S:1:pos:R:3:forces:R:3
Ga 1.047220 2.596931 5.176234 -0.12 0.18 -0.11
Cl 1.569455 1.173868 9.185528 -0.03 0.12 0.12
O 5.950312 -2.981185 -1.794401 0.12 -0.04 -0.02
O -7.521216 1.982987 4.147834 0.04 -0.02 0.06
O 3.233315 0.832985 7.188767 -0.28 -0.13 -0.07
O 5.009810 0.827054 -2.184987 -0.09 -0.01 -0.21
O -2.430557 2.783510 3.329586 -0.28 0.29 0.48
O -1.385334 -0.469476 4.812768 0.00 -0.24 0.39
O 2.042119 1.512004 -4.914094 -0.10 -0.03 -0.08
O -4.537654 -0.677926 0.777484 0.62 0.44 -0.85
O -1.517626 -1.253827 -3.466659 -0.04 -0.01 -0.16
O -5.424246 -2.681065 2.585029 -0.02 -0.26 0.25
O 2.314005 2.651260 1.696060 0.22 -0.13 -0.10
N -0.210375 2.030038 3.702830 0.13 0.46 0.83
C -7.377253 1.859917 1.776701 -0.02 0.00 0.08
C 3.414928 3.072553 -0.378679 0.01 -0.02 0.13
C -5.328043 1.585489 3.258222 -0.39 0.08 0.37
C 0.797098 -1.459047 -3.970274 -0.07 0.01 0.08
C -2.831513 -0.558919 2.932774 0.47 -0.46 0.74
C 3.116539 1.929514 -5.276595 0.21 0.06 0.08
C 2.296844 3.214359 0.633668 -0.23 0.19 -0.17
C 3.556296 3.343631 -4.988307 -0.03 -0.03 0.01
C -1.647692 -0.988126 3.758469 -0.11 0.05 -0.34
C -6.807076 1.828954 3.183501 -0.02 0.06 -0.38
C -0.766884 -2.071028 3.164313 -0.05 0.01 0.13
C 6.001693 -4.673593 -3.467327 0.02 0.04 0.06
C 4.092727 1.061578 -6.036202 -0.03 0.00 0.02
C -2.620145 -1.256196 -0.525259 -0.31 -0.06 0.14
C -1.324280 2.451128 3.628496 0.27 -0.51 -1.23
C -0.968244 -1.019387 -5.773207 -0.04 0.02 0.07
C 1.131288 4.103538 0.239370 0.05 -0.07 0.07
C 5.686517 -0.188199 -0.133948 -0.14 0.09 0.00
C -0.655123 -1.251887 -4.313222 0.14 -0.02 -0.08
C 7.266078 0.070859 -2.127766 -0.08 0.04 0.01
C -3.462700 -0.343307 0.325828 -0.12 0.21 -0.52
C 5.887948 0.294038 -1.545075 0.22 -0.10 0.14
C 5.356982 -3.562910 -2.671509 -0.16 -0.04 -0.11
C 2.067904 0.963040 7.366954 0.70 0.07 0.31
C -7.211728 -4.207623 2.203485 0.09 -0.02 0.05
C -6.419579 -2.942357 1.956255 -0.14 0.23 -0.23
C -2.869718 1.016847 0.609855 0.01 0.62 -0.94
C 3.932917 -3.211459 -3.026589 0.05 0.03 0.05
C -6.942377 -2.014007 0.883674 -0.27 0.14 0.10
C 0.934700 1.014913 6.494214 -0.39 -0.19 -0.12
H -3.350814 0.237463 3.459164 0.24 -0.06 -0.08
H -1.351517 -2.978509 2.997903 -0.02 0.00 -0.02
H 7.019449 -4.833278 -3.122018 0.01 -0.01 0.00
H 1.196227 -2.323940 -4.504535 -0.02 0.00 -0.05
H 8.015570 0.576308 -1.515706 0.00 0.00 0.01
H -6.987283 -2.535185 -0.074780 0.00 -0.03 -0.02
H -2.036890 -0.872962 -5.905436 -0.01 0.00 -0.01
H -6.891538 2.647723 1.197654 0.01 0.01 0.00
H 0.918563 0.113769 5.883547 0.09 0.06 -0.25
H -5.006979 1.566819 4.296548 0.05 -0.05 0.00
H -6.741633 -4.786422 2.993972 0.00 -0.03 0.02
H 4.479187 3.336741 -4.405869 0.00 -0.06 0.03
H -2.422849 -0.806587 -1.496639 0.03 0.03 0.06
H 5.425514 -5.594024 -3.358724 -0.02 0.00 0.00
H -6.296630 -1.142531 0.802111 -0.41 -0.41 0.00
H 5.032131 0.986457 -5.486034 -0.02 0.02 0.07
H -3.525954 1.601465 1.244188 0.09 0.01 0.00
H -8.235583 -3.957925 2.487126 -0.01 0.02 -0.01
H -3.129571 -2.207572 -0.664491 0.03 -0.02 0.02
H -7.265113 -4.801524 1.289162 0.00 0.01 -0.02
H -8.450303 2.033163 1.811816 -0.01 -0.01 -0.02
H -2.488441 -0.183942 1.964795 0.16 -0.89 1.78
H 3.872172 -2.911047 -4.074293 0.01 0.00 -0.02
H 4.178259 2.412562 0.022090 0.04 0.01 -0.01
H -3.523724 -1.377543 2.735067 0.16 -0.09 0.22
H 1.478028 5.119878 0.040196 0.02 0.00 0.00
H 0.404387 4.109354 1.048212 -0.02 0.01 -0.01
H 7.304401 0.451788 -3.145480 0.02 -0.01 -0.02
H -5.099754 0.639162 2.765733 -0.13 0.10 -0.02
H 6.005029 -4.419007 -4.528653 -0.01 0.01 -0.01
H 0.003932 1.092021 7.036570 -0.11 -0.06 0.05
H -7.157746 0.916009 1.273537 -0.01 0.03 0.00
H 0.366731 3.884290 5.833568 -0.03 -0.03 -0.02
H 2.779278 3.866653 -4.438254 -0.01 0.01 0.01
H 3.043459 2.654670 -1.315149 -0.04 -0.01 -0.01
H 3.768216 3.868113 -5.921908 0.00 0.00 -0.03
H 6.398289 0.298125 0.536110 0.03 -0.01 -0.01
H 4.321130 1.512974 -7.003353 -0.01 0.02 -0.02
H -0.381825 -1.745045 2.196130 0.02 0.03 -0.02
H 0.666876 3.733714 -0.677938 0.02 -0.01 0.00
H 7.496159 -0.995288 -2.109812 0.00 0.00 0.00
H 3.583587 -2.400508 -2.393323 -0.02 0.02 0.00
H 0.900326 -1.609559 -2.898749 0.03 0.00 0.02
H -4.773574 2.371526 2.745764 -0.05 0.02 0.00
H -7.958216 -1.696576 1.126885 -0.13 -0.14 0.04
H 1.358312 -0.576854 -4.283768 0.06 -0.03 0.01
H -0.422220 -0.142046 -6.125287 0.02 0.00 0.01
H 4.675200 0.025954 0.203267 -0.01 0.00 0.00
H 2.494857 2.798879 4.610570 0.10 -0.07 -0.07
H 3.672351 0.070135 -6.182886 -0.01 -0.02 -0.01
H -1.906744 0.909144 1.114943 0.06 0.52 -0.53
H -2.684036 1.542258 -0.329678 -0.07 0.03 -0.11
H 0.062301 -2.277624 3.836199 0.03 -0.02 -0.01
H 3.289037 -4.084093 -2.902544 0.00 -0.01 0.00
H -1.656718 -1.420617 -0.038630 0.04 0.02 0.00
H 3.854115 4.047157 -0.603280 -0.03 0.03 0.01
H -0.633732 -1.871377 -6.368204 0.02 -0.01 0.00
H 5.868983 -1.262157 -0.101199 0.03 0.01 0.02
```
Forces are in eV/Å.

Output
Kohn-Sham gap = 0.2592 hartree
Highest occupied orbital energy = -5.6 eV
Lowest unoccupied orbital energy = 1.487 eV
Charge = -1
Molecular weight = 713.97 g mol⁻¹
Largest force on an atom = 2.0 eV/A
Total energy = -4445.30636 hartree

Mulliken population analysis, charges in e, atoms 1 to 6: number 1, Ga, carries 0.330; number 2, Cl, carries -0.354; number 3, O, carries -0.501; number 4, O, carries -0.603; number 5, O, carries -0.500; number 6, O, carries -0.470

# 3
Molecular formula: C4H4CrO2
Method: DFT, ωB97M-V/def2-TZVPD

Geometry as XYZ:
```
11
Properties=species:S:1:pos:R:3:forces:R:3
Cr 2.827821 -2.925649 0.607100 0.64 -0.74 0.37
O -2.170046 1.510121 -1.905035 -0.09 0.01 -0.16
O 1.841183 -1.766291 -0.427256 0.26 -1.08 -0.59
C 0.600903 -0.172334 0.745626 -1.41 -0.36 1.55
C 0.988963 -0.846171 -0.400672 0.20 3.44 -0.22
C -2.014540 1.791102 -0.802543 -0.15 0.25 0.17
C 0.001463 0.342687 1.776109 0.92 -0.31 -0.59
H -2.447364 1.170297 -2.798280 -0.27 0.11 -0.36
H 0.435521 1.204267 2.298033 -0.19 0.00 -0.04
H 0.833776 -0.184311 -1.289225 0.04 -1.40 -0.10
H -0.897681 -0.123717 2.196143 0.05 0.08 -0.03
```
Forces are in eV/Å.

Output
Multiplicity = 6
Kohn-Sham gap (alpha / beta) = 0.2577 / 0.3041 hartree
Highest occupied orbital energy (alpha / beta) = -22.1 / -23.1 eV
Lowest unoccupied orbital energy (alpha / beta) = -15.118 / -14.798 eV
Charge = +3
Molecular weight = 136.07 g mol⁻¹
Energy above the lowest of the compared OMol25 structures with the same formula, charge and spin = 0.0 kcal/mol
Largest force on an atom = 3.5 eV/A
Total energy = -1348.27067 hartree

Mulliken population analysis, charges in e, atoms 1 to 6: number 1, Cr, carries 1.812; number 2, O, carries 0.073; number 3, O, carries -0.690; number 4, C, carries 0.144; number 5, C, carries 0.274; number 6, C, carries 0.394

# 4
Molecular formula: C2H4N2O2
Method: DFT, ωB97M-V/def2-TZVPD

Geometry as XYZ:
```
10
Properties=species:S:1:pos:R:3:forces:R:3
O -1.164546 3.688108 -0.181120 0.72 -2.99 1.67
O -0.491108 1.727446 0.778548 -0.31 1.57 2.01
N -0.559979 0.779999 -1.744645 -0.29 -0.02 -1.27
N -0.664735 2.622838 -0.319067 0.64 1.13 -2.19
C 0.279768 0.572454 0.503825 0.63 -0.29 -3.04
C -0.390360 -0.141572 -0.765550 0.82 -1.95 0.28
H 0.030242 -0.171045 1.200317 0.04 -0.35 1.79
H -1.393732 -0.657976 -0.416226 1.66 0.83 -0.56
H 1.439446 0.650082 0.360159 -2.31 0.54 0.35
H 0.383846 -0.993935 -1.154711 -1.61 1.52 0.96
```
Forces are in eV/Å.

Output
Kohn-Sham gap (alpha / beta) = 0.3047 / 0.3050 hartree
Highest occupied orbital energy (alpha / beta) = -8.9 / -9.1 eV
Lowest unoccupied orbital energy (alpha / beta) = -0.591 / -0.793 eV
Charge = 0
Molecular weight = 88.07 g mol⁻¹
Energy above the lowest of the compared OMol25 structures with the same formula, charge and spin = 211.3 kcal/mol
Largest force on an atom = 3.5 eV/A
Total energy = -338.31653 hartree

Mulliken population analysis, charges in e, atoms 1 to 6: number 1, O, carries -0.333; number 2, O, carries -0.174; number 3, N, carries -0.352; number 4, N, carries 0.219; number 5, C, carries -0.217; number 6, C, carries -0.237

- Among the records above, which one has the lowest molecular weight?
  C2H4N2O2